(1)
Here is the molecule C31H42N4O4S in a non-equilibrium geometry from OMol25. Energies are from wB97M-V/def2-TZVPD.

Computed properties:
E, eV: -57815.7769
SMILES: CCCCN(CCCC)CCNC(=O)c1cn(CC)c2ccc(S(=O)(=O)N3CCc4ccccc4C3)cc2c1=O
Orbital gap, eV: 8.13
LUMO level, Eh: -0.0057

```
82
Properties=species:S:1:pos:R:3:mulliken_charge:R:1
C -7.772 -1.327 -1.892 -1.18
C -7.370 -1.420 -0.424 -0.69
C -6.547 -0.224 0.054 -0.15
C -5.143 -0.184 -0.552 -1.11
N -4.356 0.904 0.013 1.39
C -4.598 2.169 -0.664 -1.10
C -4.350 3.399 0.214 -0.63
C -5.372 3.571 1.339 -0.47
C -5.148 2.601 2.491 -0.84
C -2.946 0.581 0.109 -1.05
C -2.656 -0.273 1.352 -1.10
N -1.243 -0.501 1.502 -0.03
C -0.655 -1.656 1.159 0.29
O -1.257 -2.657 0.800 -0.80
C 0.841 -1.647 1.248 -0.46
C 1.462 -2.834 1.018 0.14
N 2.794 -3.028 1.000 0.22
C 3.293 -4.361 0.714 -1.13
C 3.582 -4.539 -0.774 -0.89
C 3.633 -1.944 1.124 1.29
C 5.027 -2.055 1.000 -0.61
C 5.822 -0.932 1.025 -1.44
C 5.254 0.321 1.208 -0.27
S 6.253 1.792 0.962 1.39
O 5.790 2.816 1.845 -0.71
O 7.636 1.413 0.986 -0.75
N 5.919 2.305 -0.587 0.18
C 6.498 1.569 -1.682 -1.07
C 5.710 0.300 -2.033 -0.99
C 4.226 0.444 -1.815 1.14
C 3.388 -0.617 -2.144 -0.67
C 2.023 -0.535 -1.949 -0.62
C 1.472 0.626 -1.430 -0.36
C 2.295 1.681 -1.088 -0.64
C 3.672 1.594 -1.260 1.04
C 4.564 2.733 -0.837 -2.03
C 3.907 0.445 1.429 -0.75
C 3.075 -0.674 1.376 0.12
C 1.626 -0.461 1.509 1.18
O 1.167 0.645 1.791 -0.90
H -6.899 -1.354 -2.539 0.31
H -8.312 -0.401 -2.080 0.28
H -8.418 -2.160 -2.160 0.39
H -8.276 -1.482 0.184 0.36
H -6.800 -2.338 -0.261 0.34
H -7.082 0.698 -0.183 0.25
H -6.441 -0.273 1.139 0.20
H -5.202 -0.099 -1.649 0.19
H -4.645 -1.128 -0.322 0.44
H -3.979 2.251 -1.576 0.30
H -5.643 2.186 -0.979 0.47
H -4.392 4.275 -0.438 0.41
H -3.349 3.359 0.646 0.24
H -6.377 3.431 0.935 0.24
H -5.308 4.595 1.715 0.36
H -4.180 2.781 2.953 0.26
H -5.173 1.581 2.122 -0.04
H -5.918 2.728 3.250 0.41
H -2.579 0.051 -0.787 0.17
H -2.378 1.510 0.201 0.45
H -3.135 -1.251 1.270 0.47
H -3.040 0.241 2.236 0.18
H -0.634 0.284 1.723 0.32
H 0.837 -3.700 0.837 0.51
H 2.529 -5.076 1.025 0.46
H 4.188 -4.550 1.311 0.47
H 4.334 -3.830 -1.111 0.23
H 3.940 -5.546 -0.965 0.44
H 2.675 -4.377 -1.351 0.30
H 5.494 -3.015 0.855 0.29
H 6.893 -0.998 0.906 0.55
H 7.519 1.323 -1.390 0.43
H 6.531 2.243 -2.544 0.37
H 5.896 0.038 -3.078 0.68
H 6.066 -0.535 -1.424 0.09
H 3.821 -1.515 -2.563 0.50
H 1.387 -1.370 -2.202 0.46
H 0.405 0.700 -1.281 0.47
H 1.873 2.579 -0.663 0.39
H 4.202 3.199 0.080 0.43
H 4.588 3.502 -1.621 0.37
H 3.464 1.405 1.639 0.61
```

=====

(2)
Here is a structure of composition C31H43Cl2OP3RuS in a non-equilibrium geometry from OMol25. Energies are from wB97M-V/def2-TZVPD.

Computed properties:
E, eV: -101201.7428
⟨S²⟩: 6.06
Charge: +2
Orbital gap (alpha / beta), eV: 6.39 / 5.05
LUMO level (alpha / beta), Eh: -0.1900 / -0.2983
Spin multiplicity: 5

```
82
Properties=species:S:1:pos:R:3:mulliken_spin:R:1
P 0.282 -3.425 -1.172 0.52
C -1.101 -3.322 -2.267 0.05
C -0.595 -3.767 -3.500 0.08
H 0.472 -3.662 -3.739 0.00
C -1.405 -4.497 -4.354 -0.03
H -0.951 -5.002 -5.208 0.00
C -2.778 -4.588 -4.068 0.08
H -3.418 -5.175 -4.758 0.00
C -3.320 -3.948 -2.960 0.01
H -4.401 -3.973 -2.811 0.00
C -2.500 -3.292 -2.030 0.01
H -2.943 -2.744 -1.200 0.00
C 1.502 -2.150 -1.429 0.07
C 1.466 -1.190 -2.465 0.04
H 0.525 -0.939 -2.967 0.00
C 2.659 -0.567 -2.828 -0.02
H 2.660 0.135 -3.661 0.00
C 3.844 -0.856 -2.162 0.07
H 4.795 -0.433 -2.510 0.00
C 3.835 -1.673 -1.023 -0.03
H 4.750 -1.898 -0.483 0.00
C 2.638 -2.244 -0.601 0.06
H 2.600 -2.833 0.325 0.00
C -0.154 -3.683 0.546 -0.02
C 0.196 -5.045 0.644 0.04
H 0.507 -5.609 -0.239 0.01
C 0.271 -5.694 1.866 0.01
H 0.624 -6.725 1.857 0.00
C -0.087 -5.023 3.033 0.01
H -0.035 -5.563 3.995 0.00
C -0.508 -3.691 2.950 0.03
H -0.807 -3.196 3.863 0.00
C -0.539 -3.000 1.718 0.05
H -0.929 -1.978 1.744 -0.01
Ru -1.990 2.644 0.603 1.88
C -0.032 3.057 1.037 0.09
C 1.010 2.210 1.168 -0.03
H 0.079 4.137 1.286 0.00
C 0.789 0.745 0.865 -0.01
O 1.124 -0.052 2.052 0.07
H 0.941 -0.972 1.839 -0.02
C -0.583 0.651 0.561 0.74
H 1.370 0.344 0.027 0.05
C -1.826 0.852 0.332 -0.10
Cl -2.468 4.860 1.152 0.24
Cl -4.280 1.900 -0.202 0.04
P -1.655 2.930 -1.694 -0.03
C -3.032 3.974 -2.259 0.01
H -3.010 4.899 -1.675 0.00
H -3.961 3.431 -2.035 0.00
H -2.945 4.158 -3.334 0.00
C -0.146 3.891 -1.991 0.01
H 0.727 3.245 -1.832 0.00
H -0.126 4.720 -1.276 0.00
H -0.144 4.274 -3.019 0.00
C -1.559 1.573 -2.908 0.00
H -2.361 0.847 -2.713 0.00
H -0.582 1.069 -2.839 0.00
H -1.681 1.984 -3.925 0.00
P 2.673 2.754 1.707 -0.01
C 2.622 4.530 1.827 0.00
C 3.906 2.212 0.522 0.00
H 1.788 4.826 2.480 0.00
H 2.500 4.953 0.818 0.00
H 3.588 4.818 2.264 0.00
H 3.837 1.135 0.312 0.00
H 4.884 2.440 0.965 0.00
H 3.790 2.773 -0.416 0.00
C 2.993 1.996 3.297 0.00
H 2.317 2.421 4.049 0.00
H 4.029 2.233 3.560 0.00
H 2.843 0.909 3.255 0.00
H -2.516 0.168 0.000 0.05
C -2.738 0.087 3.215 0.00
S -3.035 1.836 2.856 0.00
C -1.720 2.526 3.863 0.00
H -3.195 -0.528 2.434 0.00
H -3.250 -0.079 4.171 0.00
H -1.668 -0.133 3.313 0.00
H -1.584 3.565 3.546 0.00
H -2.085 2.476 4.892 0.00
H -0.792 1.956 3.741 0.00
```

=====

(3)
Here is a structure of composition C31H43CsN2OP2S5 in a non-equilibrium geometry from OMol25. Energies are from wB97M-V/def2-TZVPD.

Computed properties:
E, eV: -111170.5867
Charge: -2
Orbital gap, eV: 3.93
LUMO level, Eh: 0.1385

```
85
Properties=species:S:1:pos:R:3:mulliken_charge:R:1
Cs 1.794 -19.535 4.425 0.95
C 1.576 -13.292 4.451 -1.67
C 2.949 -12.997 3.757 -0.17
S 4.517 -13.273 4.659 0.05
C 4.580 -11.561 5.386 -0.98
C 3.521 -11.137 6.307 -0.02
S 3.683 -12.004 7.896 -0.14
C 1.940 -12.522 8.338 -0.63
C 0.969 -12.932 7.222 -0.87
S 1.574 -14.135 5.978 0.30
H 1.057 -12.332 4.614 0.39
H 1.122 -13.952 3.740 0.76
H 3.137 -13.730 2.944 -0.20
H 3.055 -11.996 3.357 0.66
H 5.626 -11.490 5.918 0.30
H 4.628 -10.880 4.528 0.37
H 3.626 -10.048 6.346 0.37
H 2.557 -11.420 5.914 -0.17
H 2.198 -13.420 8.948 0.33
H 1.590 -11.684 8.924 0.45
H 0.093 -13.347 7.784 0.35
H 0.566 -12.040 6.632 0.29
O 2.242 -19.888 0.576 -0.62
C 2.264 -18.733 -0.281 -0.87
C 2.892 -17.550 0.460 1.09
C 3.007 -16.251 -0.079 -1.70
C 3.912 -15.370 0.576 -0.67
C 4.260 -15.647 1.891 -0.98
C 3.680 -16.836 2.563 1.37
N 3.302 -17.886 1.674 -0.15
H 2.796 -19.531 1.288 0.35
H 1.287 -18.463 -0.732 0.37
H 2.976 -18.924 -1.123 0.18
H 2.888 -16.224 -1.113 0.33
H 4.327 -14.576 0.100 0.64
H 5.081 -15.040 2.288 0.43
H 4.357 -17.161 3.369 -1.04
S 4.606 -20.497 8.918 -0.42
C 4.995 -18.889 8.465 0.89
C 5.848 -17.942 9.085 -0.44
C 5.927 -16.625 8.558 -0.63
C 5.202 -16.289 7.355 -0.30
C 4.313 -17.219 6.825 -0.14
C 4.318 -18.585 7.324 -1.09
N 3.412 -19.616 6.869 0.08
C 3.453 -20.640 7.607 0.16
C 2.500 -21.740 7.465 1.39
C 2.921 -23.008 7.872 -0.54
C 2.009 -24.093 7.774 -0.46
C 0.838 -23.873 7.102 -0.30
C 0.514 -22.585 6.644 -0.26
C 1.171 -21.435 6.863 -1.42
H 6.358 -18.109 10.058 0.28
H 6.649 -15.895 8.964 0.32
H 5.420 -15.287 6.976 0.29
H 3.727 -16.977 5.969 0.54
H 3.972 -23.183 8.324 0.17
H 2.313 -24.972 8.338 0.32
H 0.157 -24.829 7.060 0.15
H -0.438 -22.478 6.137 0.36
C 5.633 -20.539 -0.157 -0.82
P 7.147 -19.609 0.516 -0.12
C 6.556 -17.914 -0.008 -0.54
C 6.666 -19.518 2.278 -0.34
C 7.359 -20.501 3.177 -0.81
P 6.618 -20.435 4.890 0.39
C 7.777 -21.538 5.913 -1.28
C 7.236 -18.841 5.500 -0.91
H 4.646 -20.082 0.119 0.13
H 5.559 -21.599 0.137 0.35
H 5.694 -20.454 -1.256 0.37
H 5.581 -17.671 0.283 -0.20
H 6.637 -17.724 -1.122 0.39
H 7.220 -17.224 0.480 0.41
H 5.585 -19.666 2.362 0.23
H 6.935 -18.520 2.551 0.39
H 8.467 -20.459 3.191 0.39
H 7.045 -21.506 2.878 0.32
H 8.796 -21.454 5.833 0.46
H 7.575 -22.614 5.747 0.36
H 7.449 -21.358 6.995 0.23
H 8.154 -18.469 5.136 0.61
H 7.146 -18.751 6.619 0.19
H 6.566 -18.128 5.097 0.03
S 2.243 -16.262 3.578 -0.65
```